Record 1
Below is a gas-phase ion, C7H13N (charge +1) at a distorted geometry, with properties calculated with wB97M-V/def2-TZVPD.

Spin multiplicity = 2
Charge = +1
<S²> = 0.76
Kohn-Sham gap (alpha / beta) = 9.845 / 7.042 eV

XYZ file:
```
21
C7H13N, DFT wB97M-V/def2-TZVPD
N 0.5835 1.9874 -1.0797
C -0.7820 -1.0221 0.7872
C -1.9554 -0.8998 1.3793
C 2.2126 -1.5140 0.3085
C 0.1057 -0.0006 0.2328
C 1.5492 -0.1398 0.5145
C -1.7298 1.1088 -1.1188
C -0.3274 1.0263 -0.6436
H 1.5995 0.1281 1.5888
H 3.2940 -1.5561 0.3312
H -2.4944 0.0209 1.5880
H 1.9355 -1.8555 -0.6938
H 1.8197 -2.2193 1.0403
H -2.3743 1.6257 -0.3963
H -1.7895 1.6195 -2.0683
H -2.1098 0.0964 -1.2373
H 0.9699 1.8277 -2.0082
H 0.2161 2.9266 -0.9526
H -0.3471 -2.0122 0.6746
H 2.1715 0.5660 -0.0286
H -2.5471 -1.7138 1.7823
```



Record 2
Below is a molecular structure, C15H17N3O3SiSn at a distorted geometry, with properties calculated with wB97M-V/def2-TZVPD.

Spin multiplicity = 1
Kohn-Sham gap = 7.026 eV

XYZ file:
```
40
C15H17N3O3SiSn, DFT wB97M-V/def2-TZVPD
Sn -2.1280 0.7597 0.5907
Si 0.4871 0.6210 0.1172
O -2.1483 4.7811 -1.2582
O -2.4196 -2.0436 4.4645
O -1.9491 -0.3711 3.0235
N -2.2981 -2.2206 0.9530
N -2.5825 -2.4428 2.3049
N -2.1199 2.7798 -0.0244
C 0.8423 3.2737 -3.1081
C 0.1336 -1.5820 -1.7050
C 1.6780 -3.3544 -2.1753
C 2.0353 3.9370 -2.8700
C 2.7715 3.6242 -1.7406
C 2.3283 2.6431 -0.8715
C 0.4612 -2.7317 -2.4012
C 1.1397 1.9551 -1.0973
C -2.1212 3.7920 -0.6438
C 0.4113 2.2922 -2.2336
C 2.2078 -1.6599 -0.5555
C 2.5443 -2.8176 -1.2367
C -2.2753 -1.5135 3.2444
C -2.1073 -1.2122 5.5786
C 0.9977 -1.0112 -0.7763
H 1.4655 0.6838 1.2485
H -3.0789 -2.5288 0.3801
H 0.2478 3.5263 -3.9746
H -0.2343 -3.1460 -3.1180
H 1.9446 -4.2483 -2.7229
H 2.3850 4.6938 -3.5581
H 3.6982 4.1430 -1.5293
H -0.5261 1.7877 -2.4323
H -2.5769 -0.2331 5.4837
H -1.4611 -2.7266 0.6666
H -1.0270 -1.0798 5.6530
H -2.7198 -3.3953 2.6310
H -2.4855 -1.7376 6.4532
H 2.8996 -1.2434 0.1617
H 2.9124 2.4048 0.0063
H 3.4901 -3.3004 -1.0349
H -0.8232 -1.1002 -1.8918
```